1.
# C33H62F3N9O3S

A cluster of 6 separate species, C33H62F3N9O3S in total at a distorted geometry (ωB97M-V with the def2-TZVPD basis set, the Open Molecules 2025 dataset).

Each line ends with the Löwdin charge.
Geometry (Å):
C -1.108 0.966 -2.082  -0.7043
F -1.465 1.339 -3.344  0.0972
F -0.690 -0.307 -2.100  0.0944
F -0.269 1.717 -1.497  0.1870
S -2.793 1.014 -1.168  0.4695
O -3.663 0.033 -1.866  -0.3893
O -2.565 0.617 0.239  -0.4054
O -3.361 2.345 -1.271  -0.3492
C 7.200 1.615 5.711  -0.0828
C 6.410 2.410 4.811  -0.2260
N 4.954 2.407 4.975  -0.0250
C 4.212 2.863 6.097  0.0627
C 2.944 2.562 5.745  -0.0355
N 2.857 1.956 4.539  -0.1088
C 4.085 2.055 3.957  0.0421
C 1.744 1.256 3.973  0.0177
H 8.183 1.376 5.305  0.1050
H 6.670 0.675 5.865  0.0918
H 7.303 2.095 6.684  0.0964
H 6.575 2.094 3.781  0.1278
H 6.852 3.403 4.901  0.1416
H 4.767 3.369 6.873  0.1524
H 2.092 2.800 6.364  0.1484
H 4.304 1.538 3.035  0.1608
H 1.268 1.878 3.215  0.1122
H 0.986 1.228 4.756  0.1127
H 2.094 0.306 3.569  0.1064
C -5.212 -1.505 -7.614  -0.0547
C -5.403 -2.608 -6.625  -0.2004
N -5.488 -3.918 -7.218  -0.0416
C -4.551 -4.654 -7.989  -0.0001
C -4.947 -5.916 -8.182  -0.0072
N -6.181 -6.066 -7.585  -0.0962
C -6.527 -4.836 -7.000  0.0778
C -7.127 -7.125 -7.719  -0.0009
H -4.917 -0.598 -7.086  0.0965
H -6.205 -1.260 -7.991  0.0900
H -4.555 -1.772 -8.442  0.0844
H -6.349 -2.445 -6.109  0.1341
H -4.578 -2.668 -5.915  0.1346
H -3.624 -4.106 -8.080  0.1387
H -4.550 -6.753 -8.737  0.1484
H -7.496 -4.465 -6.697  0.1631
H -6.966 -7.572 -8.701  0.1143
H -8.158 -6.774 -7.681  0.1095
H -7.050 -7.829 -6.891  0.1097
C -2.395 -4.417 3.935  -0.0601
C -1.125 -4.738 3.199  -0.1585
N -1.344 -5.276 1.793  -0.0549
C -0.676 -6.394 1.356  0.0136
C -0.898 -6.389 -0.064  -0.0293
N -1.411 -5.199 -0.440  -0.0627
C -1.931 -4.651 0.717  0.0358
C -1.627 -4.734 -1.878  0.0508
H -2.890 -3.571 3.459  0.0853
H -2.078 -4.043 4.908  0.0943
H -2.946 -5.357 3.966  0.0985
H -0.579 -5.493 3.765  0.1286
H -0.587 -3.824 2.949  0.1256
H -0.094 -7.095 1.937  0.1337
H -0.442 -7.111 -0.725  0.1323
H -2.511 -3.746 0.827  0.1688
H -2.495 -5.249 -2.290  0.0993
H -0.749 -4.750 -2.524  0.1011
H -2.048 -3.729 -1.891  0.0980
C 7.997 -6.824 -0.311  -0.0704
C 7.407 -6.218 0.872  -0.1892
N 6.832 -4.913 0.573  -0.0526
C 7.500 -3.700 0.402  0.0276
C 6.562 -2.720 0.225  0.0062
N 5.378 -3.394 -0.001  -0.0958
C 5.518 -4.730 0.322  0.0253
C 4.105 -2.844 -0.585  0.0283
H 7.307 -7.057 -1.122  0.0920
H 8.611 -7.696 -0.089  0.1064
H 8.623 -6.125 -0.867  0.0910
H 8.166 -5.897 1.585  0.1380
H 6.715 -6.873 1.401  0.1427
H 8.565 -3.665 0.579  0.1490
H 6.572 -1.693 -0.111  0.1410
H 4.790 -5.476 0.042  0.1685
H 3.854 -1.881 -0.140  0.0980
H 3.285 -3.512 -0.323  0.0866
H 4.142 -2.898 -1.673  0.1072
C 1.441 7.748 2.353  -0.0718
C 0.248 7.671 1.377  -0.2425
C -1.031 7.636 2.132  -0.1163
N -2.306 8.292 1.508  -0.2488
C -2.189 9.783 1.757  0.0077
C -3.680 7.949 2.093  -0.1176
C -4.772 8.360 1.120  -0.1309
C -4.070 7.949 -0.182  -0.1277
C -2.501 7.878 0.008  -0.0296
H 2.157 8.042 1.586  0.0812
H 1.677 6.740 2.692  0.0718
H 1.372 8.478 3.159  0.0880
H 0.359 6.869 0.647  0.1207
H 0.290 8.571 0.764  0.1116
H -1.077 8.226 3.047  0.1248
H -1.426 6.637 2.318  0.1343
H -2.989 10.355 1.287  0.1105
H -1.287 10.257 1.369  0.1085
H -2.178 9.965 2.832  0.1113
H -3.802 8.391 3.082  0.1363
H -3.580 6.873 2.240  0.1368
H -4.973 9.431 1.130  0.1131
H -5.736 7.866 1.246  0.1335
H -4.347 8.590 -1.019  0.1209
H -4.389 6.936 -0.428  0.1191
H -2.016 8.713 -0.497  0.1243
H -1.999 6.933 -0.199  0.1308

* net charge: +4
* relative energy (zero: lowest compared OMol25 entry of this formula, charge and spin): 579.1 kJ/mol
* gap between HOMO and LUMO: 5.95 eV
* LUMO energy: -7.702 eV
* calculated total energy: -2709.5529 Eh

=====

2.
# C33H63ClF2N6O9Si

A cluster of 7 separate species, C33H63ClF2N6O9Si in total at a distorted geometry (ωB97M-V with the def2-TZVPD basis set, the Open Molecules 2025 dataset).

Each line ends with the Löwdin charge.
Geometry (Å):
C 3.682 -0.124 1.883  -0.0984
C 4.064 1.288 1.382  -0.2268
C 2.786 2.163 1.339  -0.6238
Cl 2.549 2.833 2.991  0.6944
O 1.726 1.328 0.886  0.0063
C 0.494 1.665 1.326  -0.5281
O -0.035 1.147 2.281  0.1687
O -0.207 2.643 0.601  0.1173
C -1.028 2.104 -0.384  -0.5753
F -0.497 2.518 -1.579  0.0941
F -0.973 0.758 -0.410  0.1405
C -2.456 2.610 -0.299  -0.1153
C -2.945 2.807 1.173  -0.2159
Si -4.798 2.511 1.338  0.6008
C -5.331 3.087 3.063  -0.1694
C -5.771 3.577 0.096  -0.1734
C -5.292 0.726 0.980  -0.2633
C -4.359 -0.244 0.695  -0.0965
C -4.799 -1.517 0.408  -0.0903
C -6.124 -1.828 0.421  -0.0899
C -7.048 -0.856 0.706  -0.0787
C -6.639 0.419 0.993  -0.1073
H 3.232 -0.738 1.106  0.0782
H 3.041 -0.018 2.761  0.0667
H 4.559 -0.680 2.227  0.0595
H 4.523 1.231 0.393  0.1145
H 4.785 1.684 2.093  0.0956
H 2.985 2.999 0.672  0.0753
H -3.098 1.906 -0.833  0.1135
H -2.512 3.582 -0.786  0.1251
H -2.339 2.179 1.831  0.0766
H -2.766 3.855 1.434  0.0866
H -5.843 4.049 2.961  0.0255
H -4.469 3.258 3.715  0.0253
H -5.996 2.387 3.574  0.0273
H -6.821 3.513 0.397  0.0258
H -5.420 4.607 0.050  0.0292
H -5.703 3.073 -0.873  0.0309
H -3.301 -0.015 0.697  0.0932
H -4.045 -2.259 0.163  0.1062
H -6.480 -2.828 0.185  0.0843
H -8.114 -1.055 0.701  0.1118
H -7.351 1.201 1.233  0.1016
C -6.115 -7.494 0.578  -0.0548
N -6.559 -6.230 1.143  -0.1900
C -5.952 -5.760 2.377  -0.0308
C -7.510 -5.480 0.565  -0.3568
O -7.915 -4.415 0.999  -0.0079
H -6.289 -8.293 1.294  0.0594
H -5.046 -7.435 0.357  0.0851
H -6.657 -7.711 -0.341  0.0849
H -6.721 -5.642 3.142  0.0946
H -5.483 -4.789 2.210  0.0873
H -5.206 -6.474 2.718  0.0864
H -7.906 -5.922 -0.365  0.1333
C 1.493 7.384 -1.650  -0.0538
N 2.251 6.150 -1.603  -0.1877
C 2.255 5.276 -2.767  -0.0284
C 2.951 5.783 -0.519  -0.3400
O 3.606 4.758 -0.429  -0.0044
H 0.439 7.160 -1.826  0.0899
H 1.867 8.013 -2.461  0.0892
H 1.588 7.924 -0.710  0.0826
H 1.857 4.299 -2.488  0.0901
H 3.277 5.147 -3.120  0.0701
H 1.650 5.705 -3.561  0.0943
H 2.882 6.507 0.309  0.1365
C 4.384 -1.830 7.074  -0.0596
N 5.235 -2.136 5.941  -0.2019
C 6.678 -2.107 6.112  -0.0424
C 4.732 -2.448 4.731  -0.3610
O 5.393 -2.714 3.746  0.0079
H 4.594 -0.819 7.429  0.0890
H 4.576 -2.540 7.881  0.0881
H 3.336 -1.893 6.788  0.0830
H 7.113 -1.376 5.429  0.0925
H 7.095 -3.087 5.877  0.0922
H 6.926 -1.841 7.136  0.0842
H 3.629 -2.443 4.707  0.1343
C -3.158 -12.691 1.410  -0.0564
N -3.738 -11.372 1.570  -0.1978
C -2.982 -10.209 1.135  -0.0358
C -4.956 -11.186 2.109  -0.3409
O -5.489 -10.104 2.267  -0.0003
H -2.222 -12.751 1.969  0.0902
H -2.956 -12.878 0.353  0.0900
H -3.840 -13.453 1.780  0.0830
H -2.817 -9.541 1.981  0.0950
H -3.546 -9.667 0.375  0.0851
H -2.025 -10.520 0.725  0.0867
H -5.447 -12.128 2.406  0.1346
C 7.585 6.748 -4.088  -0.0520
N 6.339 6.805 -4.827  -0.1935
C 6.008 8.011 -5.566  -0.0389
C 5.477 5.774 -4.851  -0.3521
O 4.418 5.766 -5.454  -0.0056
H 7.603 7.540 -3.336  0.0891
H 8.424 6.885 -4.772  0.0906
H 7.688 5.786 -3.591  0.0863
H 5.068 8.422 -5.196  0.0900
H 5.885 7.772 -6.623  0.0938
H 6.799 8.747 -5.449  0.0855
H 5.821 4.909 -4.261  0.1311
C 2.856 0.731 -5.950  -0.0591
N 4.098 1.477 -5.929  -0.1954
C 4.122 2.797 -5.318  -0.0457
C 5.235 0.989 -6.456  -0.3627
O 6.304 1.570 -6.464  0.0064
H 2.097 1.297 -6.496  0.0890
H 2.510 0.563 -4.928  0.0890
H 2.998 -0.231 -6.438  0.0804
H 4.431 3.534 -6.053  0.0764
H 4.844 2.799 -4.499  0.0908
H 3.138 3.054 -4.937  0.0855
H 5.113 -0.017 -6.894  0.1300

* SMILES: CC[C@H](Cl)OC(=O)OC(F)(F)CC[Si](C)(C)c1ccccc1.CN(C)C=O.CN(C)C=O.CN(C)C=O.CN(C)C=O.CN(C)C=O.CN(C)C=O
* gap between HOMO and LUMO: 9.44 eV
* LUMO energy: 0.560 eV
* calculated total energy: -3250.3711 Eh

=====

no.,HOMO level (eV)
1,-13.654
2,-8.878